Density functional theory data (the ωB97M-V functional and the def2-TZVPD basis) for 11 unconnected molecules or ions with the total composition C54H146N25O7P7.

Calculated values
SMILES ... CN(C)P(=O)(N(C)C)N(C)C.CN(C)P(=O)(N(C)C)N(C)C.CN(C)P(=O)(N(C)C)N(C)C.CN(C)P(=O)(N(C)C)N(C)C.CN(C)P(=O)(N(C)C)N(C)C.CN(C)P(=O)(N(C)C)N(C)C.CN(C)P(=O)(N(C)C)N(C)C.CCCC#N.CCCC#N.CC#N.CC#N
Frontier orbital gap ... 8.58 eV
Energy relative to the best compared isomer or geometry (same formula, charge and spin) ... 14.7 kJ/mol
Net charge ... 0
HOMO ... -0.307 hartree
LUMO energy ... 0.2 eV

XYZ file:
```
239
Properties=species:S:1:pos:R:3:forces:R:3:mulliken_charge:R:1
C -4.0316 -3.8482 0.8493 0.60 1.27 -1.25 -0.4554
N -4.3895 -4.8278 1.8262 -0.57 0.08 1.22 0.5064
C -4.1315 -6.1894 1.3694 0.19 0.52 -1.02 -1.0375
P -4.0724 -4.5013 3.4857 0.95 -2.18 -1.59 -0.0354
O -3.7745 -3.0842 3.6969 0.14 0.85 0.18 -0.6463
N -5.3595 -5.1779 4.2389 -1.32 -0.29 -0.32 0.2290
C -6.6719 -4.8406 3.7103 -0.85 -1.41 0.12 -0.9768
C -5.4020 -5.2559 5.6625 1.87 -1.43 1.73 -1.0471
N -2.8293 -5.5582 3.9089 0.39 2.25 -0.08 0.4986
C -1.4538 -4.9423 3.7538 -1.36 -0.84 -1.13 -0.8940
C -2.9597 -6.9358 4.3074 1.11 0.20 -0.16 -1.3026
H -3.7743 -2.8936 1.3546 0.41 -0.67 -0.26 -0.1046
H -4.8055 -3.4837 0.1042 0.25 -1.09 0.77 0.1020
H -3.1830 -4.2923 0.2434 -0.53 1.00 0.48 0.2455
H -4.5025 -6.9032 2.0949 -0.11 -0.23 -0.09 0.3267
H -3.0236 -6.3093 1.2485 -0.73 -0.26 -0.06 0.2697
H -4.6338 -6.3213 0.3600 0.55 -0.09 1.23 0.3953
H -6.9784 -3.8217 3.9284 -0.07 0.23 -0.11 0.2034
H -6.6954 -5.0921 2.6655 0.02 0.53 -0.58 0.3424
H -7.4237 -5.5495 4.1331 0.51 0.62 0.12 0.3990
H -6.1023 -6.0264 6.0798 0.37 0.67 -0.75 0.3186
H -4.3827 -5.5348 6.0521 -0.89 0.14 -0.36 0.3533
H -5.5807 -4.3131 6.1247 -0.60 0.94 0.41 0.2949
H -0.8384 -5.6948 3.2551 0.11 0.31 -0.35 0.4398
H -1.5198 -3.9821 3.1829 0.06 -1.00 0.36 -0.0709
H -0.9764 -4.7382 4.6783 0.20 0.25 1.20 0.4177
H -3.9315 -7.1591 4.6655 -0.86 -0.08 0.43 0.4870
H -2.2188 -7.1649 5.0531 0.18 0.05 0.83 0.3739
H -2.7331 -7.6632 3.5470 0.03 -0.17 -0.97 0.3063
C -0.0970 1.0685 7.4758 -0.30 -0.60 -2.03 -1.1540
N 1.1460 1.6822 7.0438 1.01 0.19 -0.11 0.6622
C 2.3163 0.8026 7.0793 -0.65 -0.29 0.23 -0.9673
P 1.4205 3.3666 6.9776 -1.33 -1.00 0.10 0.5057
O 2.8362 3.7144 7.2214 -0.26 -0.18 -0.42 -0.9376
N 0.6834 3.8723 5.5175 1.47 -0.71 2.14 0.5035
C 1.1401 3.1514 4.3495 -0.58 0.96 -0.90 0.1245
C 0.6013 5.2886 5.3660 -1.32 0.32 0.11 -1.3137
N 0.4092 3.9866 8.1382 0.87 -0.16 0.57 0.1629
C -1.0306 4.1592 8.0975 0.25 -2.07 -1.75 -1.1099
C 0.9927 3.8577 9.4932 0.13 2.43 -1.31 -1.0884
H -0.2510 1.0730 8.5369 -0.18 0.15 0.71 0.1979
H -0.1067 -0.0038 7.1263 0.17 0.91 0.42 0.2890
H -0.9429 1.5191 6.9186 0.24 -0.01 0.64 0.3954
H 2.5632 0.4066 8.0766 -0.17 0.30 -0.02 0.3175
H 3.1362 1.3710 6.7186 0.96 0.30 -0.22 0.3211
H 2.1791 -0.0632 6.4303 -0.08 0.00 -0.03 0.2711
H 0.4703 3.4641 3.5163 -0.09 -1.00 0.45 0.0420
H 2.1203 3.3789 3.8965 0.27 0.24 0.85 0.2309
H 1.1199 2.1418 4.7044 -0.19 -0.89 -0.90 -0.5277
H 0.3147 5.8328 6.2618 -0.04 -0.32 0.28 0.4078
H 1.4839 5.7392 5.0142 1.38 0.56 -0.66 0.3218
H -0.1946 5.4145 4.6577 -0.42 0.67 -0.67 0.4153
H -1.5530 3.3119 8.6545 0.32 1.24 -0.71 0.3049
H -1.1980 5.1135 8.4949 -0.91 1.28 0.90 0.4550
H -1.3266 4.1903 7.0004 0.03 -0.28 1.44 0.2701
H 2.0419 4.1440 9.4480 0.01 -0.21 0.02 0.3251
H 0.8843 2.9233 9.9282 -0.26 -2.13 0.68 0.3171
H 0.5081 4.5764 10.1372 -0.27 0.30 0.25 0.3879
C -6.2192 2.3444 -4.9747 1.27 -0.26 -0.25 -1.1502
N -5.7572 1.1752 -4.2325 0.33 -0.18 -0.20 0.3777
C -6.5192 -0.0032 -4.5094 -1.79 0.85 0.05 -1.0269
P -4.6831 1.3148 -2.9854 0.27 0.46 -0.37 0.2403
O -5.1334 2.2001 -1.8981 0.29 0.16 0.45 -0.8812
N -4.4560 -0.2452 -2.4276 0.99 -0.48 0.60 0.7098
C -4.7760 -0.6513 -1.0318 -0.18 -0.66 -0.96 -0.9272
C -3.4345 -1.1435 -3.0115 0.10 0.52 0.12 -0.3077
N -3.3257 1.9422 -3.7971 0.84 0.08 0.93 0.4695
C -2.8536 1.4977 -5.0882 -0.52 -1.95 -0.74 -1.0540
C -2.1124 2.3992 -3.0199 -0.79 -1.64 -0.70 -0.0242
H -5.4925 3.1409 -4.7623 -0.58 0.08 -0.24 0.3274
H -7.2195 2.5964 -4.6838 -0.58 0.43 0.39 0.3733
H -6.2639 2.1574 -6.0716 0.32 -0.06 0.57 0.3265
H -6.3057 -0.8212 -3.8596 0.36 -0.48 0.35 0.3067
H -6.3818 -0.2621 -5.5395 0.07 -0.54 -0.75 0.2957
H -7.6103 0.2446 -4.3867 0.69 -0.34 -0.08 0.2930
H -5.4852 -1.5156 -1.0547 0.57 0.55 0.13 0.2459
H -3.8884 -0.9145 -0.4401 0.13 -0.26 -0.51 -0.0882
H -5.2010 0.1412 -0.4684 -0.74 0.89 0.10 0.4784
H -3.8417 -2.1431 -3.2094 -0.09 0.23 -0.28 0.2972
H -2.9446 -0.7083 -3.9125 -0.62 -0.44 0.60 0.2463
H -2.6535 -1.2976 -2.2545 0.09 0.06 -0.18 -0.3356
H -2.6058 2.2975 -5.7476 0.36 0.99 -0.27 0.3669
H -1.9647 0.8240 -5.0361 -0.27 0.50 0.25 0.1833
H -3.5830 0.8959 -5.6719 -0.02 0.39 0.66 0.3086
H -1.6002 3.1807 -3.5726 0.22 -0.15 -0.25 0.2692
H -1.4882 1.4883 -2.8393 0.08 0.79 -0.31 0.0613
H -2.3450 2.7969 -2.0712 -0.70 0.49 1.04 -0.3349
C 3.8001 2.1619 -6.2555 -0.60 0.16 -0.45 -1.0595
N 3.4830 2.2955 -4.8142 0.48 0.03 -0.80 0.7735
C 3.9787 3.6428 -4.3885 0.87 -1.20 -0.91 -1.3933
P 4.0332 1.1110 -3.7203 -1.41 0.67 0.09 0.3056
O 5.4898 1.0564 -3.5790 0.62 -0.37 0.14 -0.9824
N 3.2749 1.6021 -2.3298 0.20 -0.45 -1.34 1.4003
C 1.9382 2.0592 -2.3935 -1.25 1.67 -0.29 0.2412
C 4.0009 1.6994 -1.1136 0.19 0.48 1.08 -0.7933
N 3.3290 -0.3715 -4.1001 3.41 1.08 0.20 1.2210
C 4.3123 -1.2461 -4.7340 -0.14 -1.21 -0.77 -1.4445
C 1.9972 -0.5273 -4.4787 -1.40 -0.05 -0.90 -0.8134
H 4.8292 2.4384 -6.4353 0.42 0.49 -0.10 0.4493
H 3.1151 2.8398 -6.8607 0.82 -0.84 0.74 0.2410
H 3.7713 1.1578 -6.6918 -0.61 -0.12 0.52 0.2917
H 5.0211 3.5819 -4.0109 -0.64 0.18 0.02 0.3186
H 3.2765 4.0278 -3.7241 -0.74 0.69 1.57 -0.0574
H 3.9626 4.3252 -5.2305 0.09 -0.05 -0.33 0.5603
H 1.4856 1.7045 -3.3118 -0.28 0.13 0.20 -0.1219
H 1.3415 1.7500 -1.5602 -0.21 -0.54 0.59 -0.0850
H 1.7504 3.1759 -2.3881 0.80 -0.62 -0.15 -0.8152
H 4.8482 0.9918 -1.1083 -0.19 0.76 -0.01 0.2825
H 4.2683 2.7572 -0.9676 0.68 -0.22 0.20 0.4226
H 3.3389 1.4480 -0.2859 0.02 -0.23 0.02 -0.1212
H 4.1690 -1.1934 -5.8481 0.18 -0.27 0.68 0.3377
H 5.3554 -0.9264 -4.5125 -0.94 -0.40 0.05 0.4048
H 4.1137 -2.2957 -4.3917 0.45 0.71 -0.35 0.2248
H 1.9170 -0.8976 -5.4886 0.19 -0.38 -0.74 0.3631
H 1.5592 0.4603 -4.5712 -0.70 -0.19 0.40 0.5490
H 1.4457 -1.2640 -3.8853 -0.15 0.43 0.31 -0.4217
C 2.7660 -8.0243 -2.4765 0.14 1.99 2.50 -1.1148
N 3.5935 -6.8485 -2.1563 -0.44 0.36 0.54 0.6979
C 3.9815 -6.6245 -0.7649 0.68 0.28 0.85 -0.8997
P 4.0692 -5.7910 -3.3084 -0.44 -0.35 -2.82 -0.1008
O 4.5522 -4.5010 -2.8101 0.52 0.25 0.46 -0.7269
N 5.1101 -6.7641 -4.3033 -0.52 0.22 2.36 0.3801
C 5.9700 -7.7525 -3.6347 0.08 -0.25 0.10 -0.9907
C 5.5174 -6.3553 -5.6064 0.48 0.73 -1.09 -1.0090
N 2.7919 -5.4629 -4.4326 1.67 -0.36 1.25 0.5329
C 2.3908 -6.3897 -5.4127 0.01 -0.14 -1.26 -1.5227
C 1.7202 -4.5865 -4.1064 -1.22 0.95 0.54 -0.5528
H 2.5792 -8.1586 -3.4843 0.38 -0.51 -2.04 0.3631
H 1.7909 -7.8759 -2.0497 -0.72 0.17 0.40 0.3145
H 3.1854 -8.8209 -1.9270 0.56 -1.52 -0.01 0.4118
H 4.3943 -5.6147 -0.6021 0.02 -0.43 -0.64 0.0569
H 4.7436 -7.3486 -0.4275 -0.06 0.05 -0.28 0.3076
H 3.2221 -6.6440 0.0277 -0.66 -0.33 -0.77 0.3246
H 7.0460 -7.5558 -3.6912 -0.10 0.68 -0.02 0.3206
H 5.7213 -7.8817 -2.5774 -0.07 0.25 -0.24 0.2126
H 5.9090 -8.7456 -4.0722 -0.49 -0.23 -0.35 0.3583
H 6.6085 -6.4149 -5.7706 -0.27 -0.34 0.35 0.3638
H 5.0334 -6.9941 -6.3786 0.23 0.67 0.14 0.2752
H 5.3409 -5.2679 -5.7477 -0.46 -0.71 -0.19 0.2323
H 2.9490 -7.2954 -5.3648 0.50 -0.65 -0.18 0.6459
H 1.3561 -6.6235 -5.3014 -1.03 -0.45 0.21 0.3842
H 2.4779 -5.9540 -6.4100 0.14 -0.07 -0.27 0.2404
H 2.0142 -3.9077 -3.3061 0.02 0.30 -0.33 -0.3537
H 0.8434 -5.1216 -3.7107 0.10 -0.32 0.18 0.3921
H 1.2551 -4.0629 -4.9890 1.04 -0.13 0.52 0.4173
C 0.5835 -0.8103 -1.1342 -0.20 -0.22 -1.13 -0.4734
N 0.4400 -1.3356 0.1912 -0.66 0.29 2.08 1.4400
C -0.5546 -2.4294 0.3390 1.08 0.54 1.84 -0.3954
P 0.7663 -0.2266 1.4483 1.01 -0.93 -0.36 -1.1349
O 2.0233 0.4787 1.0104 -1.13 0.06 0.81 0.1252
N -0.5278 0.8334 1.7399 2.07 1.28 -1.19 0.3799
C -1.8553 0.2775 1.7884 0.66 -0.45 0.81 -1.1120
C -0.2986 2.2142 0.9731 -0.33 -3.11 0.86 -0.8039
N 0.9054 -1.2195 2.8272 0.27 0.47 -1.27 1.2304
C 1.8707 -2.3759 2.7358 -0.71 1.69 1.53 -0.8362
C 0.8079 -0.5653 4.1286 0.11 -0.23 -0.09 -0.8903
H 1.4653 -0.1432 -1.2823 -1.22 -0.05 0.64 -0.0257
H -0.4184 -0.4797 -1.5204 0.88 0.59 0.09 -0.8204
H 0.8582 -1.6036 -1.8133 -0.11 -0.79 -0.17 0.2106
H -0.5219 -2.8503 1.4051 -0.08 0.78 -1.49 -0.3481
H -0.1933 -3.1907 -0.2999 0.07 -1.07 -0.77 0.8851
H -1.5791 -2.1633 0.0933 -0.20 0.24 -0.11 -0.5720
H -1.8219 -0.6776 2.3338 0.04 -0.01 -0.31 0.1175
H -2.4539 0.8991 2.4413 -0.60 0.38 -0.39 0.6415
H -2.2176 0.1074 0.7867 -0.79 0.10 -0.29 0.0435
H -0.4903 2.1037 -0.1231 0.08 0.16 0.87 -0.4525
H -0.9525 2.9334 1.4310 -0.05 0.28 0.03 0.4221
H 0.7495 2.3390 1.2042 0.14 0.75 -0.39 0.6285
H 1.9564 -2.6379 1.7067 0.24 -0.51 -0.60 0.2342
H 2.8410 -2.1090 3.2070 -0.41 -0.07 -0.51 0.2249
H 1.4046 -3.1432 3.3525 0.17 -0.47 -0.22 0.2051
H 0.5605 -1.3202 4.8916 0.01 0.22 -0.16 0.4937
H 0.0041 0.1542 4.0346 -0.19 0.17 0.39 0.2789
H 1.7180 -0.0269 4.4560 -0.19 -0.36 -0.37 -0.3550
C -1.1860 8.6047 -1.9521 -0.63 1.73 -0.28 -1.0443
N -0.5887 7.9142 -3.0662 0.92 -1.24 0.04 0.5713
C -1.4010 8.0289 -4.2539 0.43 0.11 0.02 -1.1133
P 1.0998 7.5972 -3.2554 -1.10 -0.18 0.99 0.1400
O 1.9741 8.7862 -3.3155 -0.21 -0.02 0.21 -0.8845
N 1.4224 6.5314 -2.0270 0.27 -0.03 0.94 0.4243
C 2.8487 6.2596 -1.8021 0.87 0.39 0.31 -0.8998
C 0.4665 5.7758 -1.1929 0.09 0.54 -1.84 -0.5889
N 1.3470 6.7088 -4.6301 -0.53 -0.44 0.10 0.5930
C 1.7021 7.5429 -5.7712 0.44 0.17 0.74 -1.2228
C 0.9139 5.3162 -4.8559 -0.51 1.49 -0.22 -0.4015
H -0.8345 8.3075 -0.9649 0.10 -0.12 -0.16 0.3300
H -2.3027 8.4866 -2.0186 0.99 -0.20 0.28 0.3353
H -1.0227 9.7141 -2.0809 -0.06 -0.78 0.41 0.2708
H -1.5031 9.0893 -4.5404 0.03 -0.31 -0.35 0.2834
H -2.3998 7.6129 -4.1192 -0.08 -0.03 0.25 0.3096
H -0.8965 7.4152 -4.9837 -0.17 0.23 -0.78 0.2844
H 3.1599 5.2851 -2.2224 -0.29 0.18 0.49 0.1805
H 3.4201 7.0052 -2.3964 -0.25 -0.33 0.60 0.3225
H 3.2178 6.3256 -0.7016 -0.99 -0.05 -1.70 0.3504
H 0.7791 5.8654 -0.1692 -0.26 0.03 0.63 0.4243
H -0.5406 6.1509 -1.4290 0.38 -0.17 0.61 0.2885
H 0.4721 4.7316 -1.5039 0.04 -0.30 0.25 -0.1309
H 2.6010 8.0786 -5.4177 -0.37 0.04 -0.87 0.3558
H 1.9125 6.9126 -6.6357 -0.13 0.22 -0.08 0.4043
H 0.8870 8.2653 -5.9133 0.38 -0.03 -0.75 0.3109
H 1.7221 4.8528 -5.4473 -0.52 -0.36 0.48 0.0882
H -0.0416 5.3098 -5.4634 0.82 -0.29 0.62 0.3715
H 0.7397 4.8931 -3.8478 0.20 -0.27 -0.79 -0.0880
C -6.4592 0.8175 3.4990 0.97 0.33 1.34 -1.4050
C -5.0969 0.1274 3.7691 0.64 3.54 0.82 0.3311
C -4.9676 -0.5340 5.1353 0.32 0.97 0.10 0.0071
C -5.1939 0.3694 6.2690 -0.97 1.45 1.66 0.0410
N -5.4612 1.0786 7.1587 0.72 -1.41 -1.81 -0.5236
H -6.5282 1.6678 4.2289 -0.06 -0.60 -0.75 0.3671
H -7.2886 0.1916 3.7064 -0.89 -0.83 0.16 0.4649
H -6.5781 1.1936 2.4998 0.19 0.18 -0.47 0.3479
H -4.4058 1.0540 3.7582 -0.41 -1.65 0.02 -0.1178
H -4.7082 -0.5638 3.0761 0.02 -0.82 -1.19 0.1621
H -3.9909 -0.9795 5.2695 0.18 -0.26 -0.18 0.1636
H -5.7020 -1.2959 5.1642 -0.68 -1.06 0.34 0.1760
C 5.4662 -2.7742 0.8898 -0.53 1.00 0.26 -1.4689
C 4.7713 -1.5771 0.2072 -0.65 0.75 0.52 0.0926
C 4.0013 -1.8533 -1.1078 -0.27 0.23 -0.49 2.3616
C 2.9221 -2.8619 -0.9455 1.80 1.28 0.21 -0.1044
N 2.2429 -3.7393 -0.6856 -1.04 -0.94 0.11 -0.6007
H 6.3470 -2.4166 1.4652 -0.62 -0.35 -0.32 0.4135
H 5.7683 -3.4819 0.1460 0.40 -0.55 -0.41 0.3007
H 4.7548 -3.2505 1.5659 0.19 -0.17 0.07 0.2605
H 5.5194 -0.8179 0.0184 0.28 0.11 -0.52 0.6335
H 4.0976 -1.0527 0.9053 0.05 -0.38 -0.07 -0.5429
H 4.6930 -2.3100 -1.7968 0.29 -0.45 -0.39 0.6916
H 3.6402 -0.9573 -1.7014 0.17 -0.83 1.21 -2.2557
C 4.8760 1.8872 2.5287 1.04 0.06 -0.19 -0.1001
C 4.8134 0.7041 3.3647 -0.10 0.13 -0.12 0.4300
N 4.7093 -0.2926 3.9170 0.00 -0.39 0.41 -0.5820
H 5.7390 1.7504 1.8292 -0.88 0.29 0.37 0.3105
H 5.0057 2.8112 3.0946 0.14 -0.21 0.12 0.4713
H 3.9288 1.9402 2.0249 -0.36 0.01 -0.64 -0.4246
C -4.5550 3.1884 1.4362 -0.52 -0.98 0.32 -0.4262
C -3.4137 3.5937 0.6462 0.16 0.23 0.25 0.6746
N -2.5739 4.0989 0.0503 0.12 -0.13 -0.17 -0.5555
H -5.3340 2.8669 0.7468 0.03 -0.39 -0.04 0.2451
H -4.9370 4.0716 1.8849 -0.34 0.96 0.53 0.4812
H -4.4213 2.4593 2.2781 0.36 0.51 -1.17 -0.2816
```
Forces are in eV/Å.